# 1
{
  "formula": "C5H8O2",
  "method": "the ωB97M-V functional and the def2-TZVPD basis",
  "lumo_ev": 0.74,
  "e_above_lowest_kj_mol": 130.8,
  "charge": 0,
  "gap_ev": 10.27,
  "smiles": "O=C1CC(CO)C1",
  "total_energy_ev": -9408.4764,
  "spin_multiplicity": 1,
  "symbols": ["O", "C", "C", "C", "C", "O", "C", "H", "H", "H", "H", "H", "H", "H", "H"],
  "positions_angstrom": [[0.34296, -2.94912, -0.58890], [0.07568, -1.79468, -0.39838], [-0.04986, -0.93387, 0.85306], [-0.56808, 0.22413, -0.04497], [0.22062, 1.55039, 0.06645], [1.24497, 1.54597, 1.04457], [-0.30654, -0.63524, -1.31636], [0.92890, -0.70544, 1.28972], [-0.71357, -1.31729, 1.63328], [-1.63917, 0.40676, 0.09029], [-0.46706, 2.38961, 0.23910], [0.73311, 1.74671, -0.87982], [0.82866, 1.59531, 1.91385], [0.52989, -0.28454, -1.93167], [-1.16051, -0.83869, -1.97022]],
  "forces_ev_per_a": [[-0.15, 0.48, 0.08], [0.11, -0.42, -0.07], [0.01, -0.05, 0.15], [-0.04, 0.14, 0.05], [-0.18, 0.08, -0.32], [-0.10, 0.08, 0.24], [0.00, -0.01, -0.14], [-0.13, -0.14, -0.08], [0.07, 0.02, -0.13], [0.20, -0.02, 0.03], [0.09, -0.14, -0.01], [-0.06, 0.00, 0.09], [0.13, 0.01, -0.09], [-0.07, -0.06, 0.08], [0.12, 0.03, 0.11]],
  "nbo_charge": [-0.512, 0.618, -0.538, -0.251, -0.062, -0.711, -0.523, 0.256, 0.234, 0.209, 0.168, 0.179, 0.465, 0.232, 0.236]
}

# 2
{
  "formula": "C5H8O2",
  "method": "the ωB97M-V functional and the def2-TZVPD basis",
  "lumo_ev": -0.39,
  "e_above_lowest_kj_mol": 368.5,
  "charge": 0,
  "gap_ev": 9.07,
  "total_energy_ev": -9406.0127,
  "spin_multiplicity": 1,
  "symbols": ["C", "C", "C", "C", "O", "C", "O", "H", "H", "H", "H", "H", "H", "H", "H"],
  "positions_angstrom": [[-2.17020, 0.12791, 0.20273], [-1.04447, -0.87567, -0.12835], [0.69018, -0.12544, -1.02422], [1.16879, 0.30968, 0.26772], [0.41758, 0.41918, 1.22567], [2.63090, 0.55250, 0.60971], [3.58162, 0.17137, -0.02435], [-2.15139, 0.51069, 1.23191], [-3.15386, -0.35695, 0.05427], [-2.15714, 0.98939, -0.46924], [-1.25155, -1.45413, -1.00126], [-0.78817, -1.47876, 0.75397], [1.51814, -0.40653, -1.73809], [0.00551, 0.52975, -1.53781], [2.70406, 1.08702, 1.57734]],
  "forces_ev_per_a": [[0.44, -0.01, -0.31], [0.60, -0.20, -1.01], [-1.30, -0.45, 0.71], [-0.44, 0.36, 0.63], [0.96, 0.77, 0.55], [0.50, 0.01, -0.15], [-0.52, 0.15, 0.16], [0.33, -0.24, -0.37], [0.49, -0.02, -0.06], [0.01, -0.01, 0.01], [-0.56, -0.61, -0.26], [0.39, 0.26, -0.72], [-1.23, -0.73, 0.81], [0.12, 0.78, 0.07], [0.21, -0.05, -0.06]],
  "nbo_charge": [-0.655, -0.213, -0.563, 0.418, -0.544, 0.364, -0.482, 0.230, 0.221, 0.214, 0.182, 0.212, 0.248, 0.243, 0.127]
}

# 3
{
  "formula": "C5H8O2",
  "method": "the ωB97M-V functional and the def2-TZVPD basis",
  "lumo_ev": 0.23,
  "e_above_lowest_kj_mol": 417.8,
  "charge": 0,
  "gap_ev": 10.28,
  "smiles": "CC(=O)O.C#CC",
  "total_energy_ev": -9405.5019,
  "spin_multiplicity": 1,
  "symbols": ["C", "C", "O", "O", "H", "H", "H", "H", "C", "C", "C", "H", "H", "H", "H"],
  "positions_angstrom": [[-1.77774, 0.00571, 0.94878], [-1.17875, -0.97917, -0.14297], [-0.74397, -2.04981, 0.26083], [-1.16597, -0.52383, -1.44887], [-1.45662, 1.09265, 0.80729], [-1.37082, -0.26125, 1.93964], [-2.81703, 0.05720, 1.09492], [-1.78690, 0.03579, -1.83546], [0.82498, 1.67955, 0.01596], [1.14267, 0.52952, -0.29063], [2.40696, -0.27547, -0.29321], [-0.14214, 1.93614, -0.13001], [2.71990, -0.29276, -1.31516], [2.27381, -1.24005, 0.10614], [3.07161, 0.28578, 0.28274]],
  "forces_ev_per_a": [[2.43, 1.28, -0.26], [-1.32, 0.33, 2.25], [-0.44, 2.22, -2.22], [2.65, -3.54, 1.47], [-0.48, -1.67, -0.10], [0.02, -0.20, -0.64], [-1.60, -0.50, -0.45], [-1.96, 1.70, 0.06], [-0.05, -2.14, -0.75], [3.97, 1.00, 1.48], [-2.27, -0.09, -1.46], [-2.63, 2.57, -0.03], [0.60, -0.44, -0.58], [-0.05, -1.27, 0.33], [1.13, 0.76, 0.90]],
  "nbo_charge": [-0.738, 0.820, -0.553, -0.720, 0.219, 0.244, 0.231, 0.507, -0.289, 0.060, -0.680, 0.193, 0.229, 0.234, 0.244]
}

# 4
{
  "formula": "C5H8O2",
  "method": "the ωB97M-V functional and the def2-TZVPD basis",
  "lumo_ev": 0.90,
  "e_above_lowest_kj_mol": 519.5,
  "charge": 0,
  "gap_ev": 10.28,
  "total_energy_ev": -9404.4482,
  "spin_multiplicity": 1,
  "symbols": ["C", "C", "O", "C", "C", "O", "C", "H", "H", "H", "H", "H", "H", "H", "H"],
  "positions_angstrom": [[1.44369, 0.66558, -0.38084], [0.29219, 0.17944, 0.42351], [0.68988, -0.25529, 1.70842], [-1.17244, 0.73956, 0.44340], [-1.66348, -0.51086, -0.29651], [-0.96509, -0.46092, -1.53771], [-0.22198, -0.99534, -0.46335], [1.15794, 1.36205, -1.17493], [2.33963, 0.93805, 0.17171], [1.77746, -0.45345, -0.97243], [0.64250, -1.22022, 1.69343], [-1.53585, 0.85180, 1.46634], [-1.31336, 1.66481, -0.12525], [-2.65035, -0.97660, -0.26838], [0.95392, -1.44660, -0.92315]],
  "forces_ev_per_a": [[1.08, -1.63, -1.31], [-0.19, -0.64, -0.92], [-0.06, -0.33, -0.20], [0.10, 0.05, 0.12], [0.20, -0.43, 0.03], [0.08, 0.48, -0.11], [1.95, 0.12, -0.33], [0.29, -0.15, 0.16], [-0.18, 0.35, 0.03], [0.04, 3.32, 1.11], [0.05, 0.05, 0.24], [0.09, -0.03, -0.12], [-0.12, -0.25, 0.04], [0.47, -0.08, -0.05], [-3.81, -0.83, 1.31]],
  "nbo_charge": [-0.548, 0.148, -0.707, -0.439, 0.072, -0.512, 0.032, 0.229, 0.232, 0.142, 0.474, 0.232, 0.224, 0.213, 0.207]
}

# 5
{
  "formula": "C5H8O2",
  "method": "the ωB97M-V functional and the def2-TZVPD basis",
  "lumo_ev": [-0.32, -0.32],
  "e_above_lowest_kj_mol": 759.1,
  "charge": 0,
  "gap_ev": [7.55, 7.55],
  "total_energy_ev": -9401.9650,
  "spin_multiplicity": 1,
  "symbols": ["C", "C", "C", "O", "O", "C", "C", "H", "H", "H", "H", "H", "H", "H", "H"],
  "positions_angstrom": [[-0.22530, 0.14819, -0.27865], [-0.94224, -1.97787, -0.09336], [-0.85156, 0.92806, 0.83396], [0.59189, -0.80727, -0.07162], [-0.57863, 0.43097, -1.53290], [1.99750, 0.88385, -0.15179], [3.20047, 1.08421, -0.12161], [-1.24533, 1.13169, -1.55231], [-0.53605, -2.59879, 0.69260], [-0.84369, -2.34843, -1.10422], [-1.91165, -1.54461, 0.13137], [-0.22647, 1.82164, 0.93815], [-1.88314, 1.21922, 0.62748], [-0.79594, 0.36871, 1.76503], [4.25014, 1.26044, -0.08214]],
  "forces_ev_per_a": [[1.91, 1.74, -0.53], [1.72, 0.09, 0.08], [0.06, 0.16, 0.05], [-3.53, -2.28, -0.22], [-0.01, -0.53, 0.76], [-0.10, 0.96, -0.11], [-0.17, -0.09, 0.05], [0.14, 0.04, 0.06], [-0.15, -0.14, -0.09], [0.02, -0.04, 0.07], [0.21, 0.35, 0.06], [-0.15, -0.15, 0.00], [0.00, -0.06, -0.07], [0.04, -0.03, -0.07], [0.01, -0.01, -0.02]],
  "nbo_charge": [0.915, -0.381, -0.759, -0.447, -0.638, -0.377, -0.435, 0.497, 0.221, 0.219, 0.199, 0.305, 0.217, 0.255, 0.208]
}

# 6
{
  "formula": "C5H8O2",
  "method": "the ωB97M-V functional and the def2-TZVPD basis",
  "lumo_ev": 0.83,
  "e_above_lowest_kj_mol": 382.3,
  "charge": 0,
  "gap_ev": 9.69,
  "smiles": "O[C@H]1C[C@]2(CO2)C1",
  "total_energy_ev": -9405.8696,
  "spin_multiplicity": 1,
  "symbols": ["O", "C", "C", "C", "C", "O", "C", "H", "H", "H", "H", "H", "H", "H", "H"],
  "positions_angstrom": [[-2.45236, -0.06365, 0.98895], [-1.16052, -0.39355, 0.64143], [0.32252, 0.54062, 1.08127], [0.65764, 0.18526, -0.33649], [1.81600, -0.55277, -0.82583], [1.61125, 0.82336, -1.14385], [-0.74894, -0.10088, -0.78222], [-2.72609, 0.68333, 0.43008], [-0.61088, -0.98267, 1.33577], [-0.02166, 1.54617, 1.26616], [1.10178, 0.26046, 1.83256], [2.65862, -0.76283, -0.16910], [1.68211, -1.24408, -1.66009], [-1.21536, 0.86490, -1.05486], [-0.91414, -0.80367, -1.60378]],
  "forces_ev_per_a": [[0.25, 0.30, 0.26], [1.66, 1.79, 0.83], [-0.56, 0.64, -0.36], [-0.04, 0.14, -0.16], [0.20, -0.28, 0.03], [0.26, 0.27, -0.27], [0.19, -0.11, -0.15], [0.07, -0.30, 0.33], [-1.19, -2.75, -0.32], [0.26, 0.61, -0.31], [-1.11, -0.18, -0.27], [-0.09, 0.07, -0.06], [0.05, 0.13, 0.16], [0.09, -0.24, 0.04], [-0.05, -0.08, 0.24]],
  "nbo_charge": [-0.678, 0.112, -0.475, 0.183, -0.102, -0.477, -0.464, 0.468, 0.231, 0.211, 0.211, 0.181, 0.179, 0.200, 0.219]
}

# 7
{
  "formula": "C5H8O2",
  "method": "the ωB97M-V functional and the def2-TZVPD basis",
  "lumo_ev": 0.75,
  "e_above_lowest_kj_mol": 176.9,
  "charge": 0,
  "gap_ev": 9.97,
  "smiles": "OC1(O)CC=CC1",
  "total_energy_ev": -9407.9983,
  "spin_multiplicity": 1,
  "symbols": ["O", "C", "O", "C", "C", "C", "C", "H", "H", "H", "H", "H", "H", "H", "H"],
  "positions_angstrom": [[-1.52659, 0.22561, 1.25694], [-0.98106, 0.05114, -0.03358], [-1.89802, -0.24663, -1.04676], [0.01350, 1.31491, -0.24176], [1.29548, 0.79444, 0.26800], [1.31538, -0.51128, 0.43881], [0.05364, -1.17246, -0.01002], [-2.05987, -0.67312, 1.43752], [-2.62240, 0.34642, -0.90037], [-0.48196, 2.11586, 0.26699], [0.23209, 1.53920, -1.37873], [1.91686, 1.62284, 0.61861], [2.07154, -1.25276, 0.79457], [0.12151, -1.61158, -0.99002], [-0.04512, -1.94435, 0.62547]],
  "forces_ev_per_a": [[-2.33, -2.82, -0.19], [3.05, -1.40, -0.19], [0.14, 0.10, 0.60], [-1.49, -2.04, -2.78], [0.26, 1.64, 1.69], [0.99, -1.48, -0.42], [0.19, 3.85, -1.84], [1.74, 2.98, -0.42], [-0.91, 0.63, -0.21], [0.31, 0.90, 0.23], [-1.12, -0.20, 1.99], [0.80, -0.91, -0.14], [-0.13, 1.45, -0.14], [0.13, -0.01, -0.68], [-1.62, -2.68, 2.49]],
  "nbo_charge": [-0.723, 0.535, -0.711, -0.473, -0.203, -0.172, -0.487, 0.475, 0.470, 0.224, 0.219, 0.214, 0.211, 0.217, 0.204]
}

# 8
{
  "formula": "C5H8O2",
  "method": "the ωB97M-V functional and the def2-TZVPD basis",
  "lumo_ev": 0.84,
  "e_above_lowest_kj_mol": 598.7,
  "charge": 0,
  "gap_ev": 9.12,
  "total_energy_ev": -9403.6266,
  "spin_multiplicity": 1,
  "symbols": ["C", "C", "O", "C", "C", "O", "C", "H", "H", "H", "H", "H", "H", "H", "H"],
  "positions_angstrom": [[-1.53442, 1.35120, -0.55245], [-0.79232, 0.74954, 0.60549], [-1.01260, -0.65428, 0.84258], [0.23729, -0.27114, 0.41512], [1.99278, -1.08672, 1.07205], [2.22175, -0.97651, -0.30510], [0.91869, -0.84549, -0.82598], [-1.08376, 2.30575, -0.84243], [-1.51848, 0.67600, -1.41345], [-2.57858, 1.53227, -0.27864], [-0.75016, 1.34017, 1.52185], [1.16069, -0.12578, 1.29524], [1.36022, -1.98424, 1.25579], [0.45569, -1.81311, -1.07745], [0.92320, -0.19766, -1.71262]],
  "forces_ev_per_a": [[-0.01, -0.02, -0.05], [-0.03, 0.31, 0.01], [-0.07, -0.13, 0.06], [0.01, -0.06, -0.14], [-0.04, -0.23, 0.00], [0.13, 0.00, -0.04], [-0.18, 0.04, -0.08], [-0.05, -0.12, 0.05], [0.01, 0.11, 0.12], [0.14, -0.01, -0.03], [-0.02, -0.09, -0.13], [-0.07, 0.13, 0.06], [0.11, 0.08, -0.06], [0.10, 0.10, 0.09], [-0.03, -0.10, 0.15]],
  "nbo_charge": [-0.642, 0.065, -0.458, 0.157, -0.077, -0.542, -0.096, 0.227, 0.220, 0.230, 0.196, 0.220, 0.115, 0.191, 0.193]
}

# 9
{
  "formula": "C5H8O2",
  "method": "the ωB97M-V functional and the def2-TZVPD basis",
  "lumo_ev": 0.68,
  "e_above_lowest_kj_mol": 529.0,
  "charge": 0,
  "gap_ev": 9.31,
  "total_energy_ev": -9404.3495,
  "spin_multiplicity": 1,
  "symbols": ["C", "C", "C", "C", "O", "C", "O", "H", "H", "H", "H", "H", "H", "H", "H"],
  "positions_angstrom": [[0.46291, 1.11913, 1.55303], [-0.23387, 0.57084, 0.47937], [-1.39340, 0.29930, -0.38370], [0.02635, -0.06222, -0.83640], [0.64241, 0.64862, -1.85243], [0.49252, -1.41689, -0.33989], [0.06750, -1.31466, 1.00657], [-0.08749, 1.58534, 2.36659], [1.45953, 1.50579, 1.34747], [0.58763, -0.22770, 1.63078], [-2.13286, -0.44822, -0.11632], [-1.77587, 1.20369, -0.85673], [0.30007, 0.32313, -2.69504], [0.00300, -2.26148, -0.84622], [1.58157, -1.52469, -0.45709]],
  "forces_ev_per_a": [[-0.15, 0.33, -0.10], [0.13, 0.25, 0.07], [-0.12, -0.01, 0.04], [0.00, -0.09, 0.30], [-0.06, -0.08, -0.23], [0.01, -0.04, -0.25], [0.20, -0.06, 0.20], [0.07, -0.06, -0.13], [-0.11, -0.11, 0.03], [-0.16, -0.35, -0.15], [0.12, 0.09, -0.04], [0.09, -0.10, 0.06], [0.08, 0.10, 0.09], [0.05, 0.12, 0.05], [-0.14, 0.02, 0.04]],
  "nbo_charge": [-0.745, 0.327, -0.477, 0.156, -0.685, -0.088, -0.761, 0.232, 0.246, 0.465, 0.252, 0.247, 0.478, 0.174, 0.177]
}

# 10
{
  "formula": "C5H8O2",
  "method": "the ωB97M-V functional and the def2-TZVPD basis",
  "lumo_ev": 1.05,
  "e_above_lowest_kj_mol": 222.8,
  "charge": 0,
  "gap_ev": 10.23,
  "smiles": "C1CO[C@@H]2C[C@@H]2O1",
  "total_energy_ev": -9407.5227,
  "spin_multiplicity": 1,
  "symbols": ["C", "C", "O", "C", "C", "C", "O", "H", "H", "H", "H", "H", "H", "H", "H"],
  "positions_angstrom": [[-0.78254, -0.96216, 1.03880], [0.74363, -0.87351, 1.01625], [1.28463, -0.68196, -0.28077], [0.57641, 0.16185, -1.16699], [0.24367, 1.58686, -0.79711], [-0.85079, 0.53461, -0.86713], [-1.43823, 0.08658, 0.33937], [-1.10515, -1.95195, 0.67293], [-1.08304, -0.88145, 2.09342], [1.10417, -0.09532, 1.71110], [1.11083, -1.84066, 1.38853], [0.90605, -0.07333, -2.18071], [0.52599, 1.88359, 0.20782], [0.31308, 2.40018, -1.52434], [-1.61295, 0.61448, -1.64750]],
  "forces_ev_per_a": [[0.34, -0.10, 0.02], [-0.31, 0.06, 0.17], [-0.16, -0.01, -0.18], [0.04, -0.16, 0.13], [0.06, -0.01, 0.20], [-0.04, -0.16, 0.14], [0.22, 0.31, 0.00], [0.05, 0.32, -0.14], [-0.12, -0.02, -0.33], [-0.13, -0.04, -0.28], [0.12, 0.30, -0.18], [-0.31, 0.15, 0.28], [-0.07, -0.04, -0.02], [-0.11, -0.47, 0.09], [0.43, -0.14, 0.12]],
  "nbo_charge": [-0.089, -0.096, -0.510, 0.068, -0.490, 0.056, -0.516, 0.168, 0.193, 0.165, 0.196, 0.206, 0.226, 0.225, 0.198]
}